[1]
A structure of composition C46H47BaN7O6PS3, computed with wB97M-V/def2-TZVPD.

Atoms and positions in Å:
Ba 12.67326 12.59042 12.74300
O 18.16139 18.00060 11.63730
C 18.07825 16.90323 11.01287
O 18.93987 16.45671 10.24864
C 16.94575 15.96778 11.27636
C 15.84038 16.36750 12.00837
C 14.87093 15.43340 12.43275
N 14.76989 14.22636 11.81040
C 15.87282 13.77179 11.14543
C 17.00391 14.59938 10.93860
C 15.76960 12.51870 10.45684
C 16.30494 12.30566 9.13940
C 16.02638 10.90936 8.54795
C 15.60874 9.78130 9.55142
C 14.89236 10.32561 10.72223
N 14.88639 11.61115 10.97988
C 13.83863 15.64964 13.51274
C 14.11373 16.91815 14.40040
C 12.91913 17.67178 14.83322
C 11.71056 17.27742 14.35143
C 11.52734 16.09710 13.59323
N 12.54007 15.38106 13.18648
H 15.72410 17.42067 12.21109
H 17.84704 14.22053 10.37697
H 16.14967 13.05692 8.38365
H 15.37900 10.93688 7.57320
H 15.06717 8.92499 9.03326
H 14.35778 9.62976 11.35878
H 14.87525 17.51703 13.97122
H 13.04572 18.52146 15.49653
H 10.88992 17.93492 14.59711
H 10.56466 15.88456 13.13797
C 6.63820 15.61046 8.61495
C 7.68197 14.60023 9.03168
C 8.72324 14.95404 9.91255
C 9.53551 13.92274 10.37673
C 9.25090 12.63203 9.93460
C 8.40918 12.36732 8.91321
C 7.58476 13.35818 8.48400
S 10.05558 11.19114 10.53413
O 9.17690 10.07993 10.22237
O 11.40266 11.15868 10.04928
N 10.16000 11.64442 12.11393
C 9.10700 11.33203 12.93837
C 7.73178 11.07524 12.58194
C 6.76307 11.02892 13.55038
C 7.06728 11.18569 14.90565
C 8.41014 11.14158 15.34941
C 8.75852 11.11098 16.72301
C 10.00610 11.54592 17.07810
C 10.93072 11.84897 16.06682
N 10.68560 11.74506 14.75594
C 9.42242 11.36251 14.36400
H 6.97570 16.63780 8.94572
H 5.61654 15.29940 8.89807
H 6.65982 15.55155 7.51702
H 8.89293 16.00339 10.12771
H 10.36278 14.09802 11.12335
H 8.30176 11.30615 8.66156
H 6.86100 13.15193 7.75558
H 7.65395 10.73645 11.52197
H 5.73220 10.84912 13.21862
H 6.26046 11.16792 15.61547
H 7.98063 10.87767 17.46662
H 10.28873 11.56304 18.14567
H 11.92105 12.20206 16.29670
C 17.14845 6.74287 15.49716
C 15.87505 7.46458 15.10710
O 16.23716 8.84362 14.65545
P 15.56700 10.16583 15.23034
S 13.70422 10.44127 14.53911
S 16.99433 11.42479 15.19570
O 15.26600 9.71991 16.72805
C 14.45884 10.55438 17.54735
C 15.17034 10.63903 18.88177
H 17.01486 6.03347 16.30927
H 17.97390 7.44583 15.61481
H 17.36896 6.06370 14.64014
H 15.17432 7.47622 15.97344
H 15.40163 6.96789 14.25936
H 13.45742 10.13093 17.62532
H 14.31431 11.54663 17.04417
H 15.30872 9.66170 19.35294
H 14.61441 11.30546 19.59233
H 16.08882 11.18241 18.68454
C 16.50352 15.08320 16.74623
C 15.41321 16.16238 16.73667
C 14.35777 15.98879 17.86756
C 16.03860 17.56062 16.54049
C 14.76230 15.92220 15.41162
N 14.59881 14.81577 14.81123
H 17.23420 15.20364 17.55702
H 17.04378 15.06898 15.78568
H 16.05373 14.11329 16.89304
H 14.76707 16.44153 18.79589
H 14.13644 14.92058 18.03138
H 13.37139 16.45299 17.64532
H 16.76957 17.86293 17.24165
H 15.27298 18.35604 16.50527
H 16.52082 17.54178 15.55501
C 18.12552 9.58878 9.15551
C 16.91103 9.15120 9.87596
C 18.73188 10.38302 10.32278
N 18.55820 11.65044 10.23839
C 17.85449 11.98385 8.97262
C 17.54794 10.72087 8.19210
H 18.82578 8.84538 8.71506
H 16.90077 8.46754 10.71408
H 19.35516 9.92440 11.15797
H 18.35171 12.84201 8.55943
H 17.71280 10.76582 7.07516

Computed properties:
Calculated total energy (Eh): -4177.20096
ΔE to the lowest compared entry with this formula, charge and spin (kJ/mol): 343.6
Multiplicity: 2
Strongest force on any atom (eV/A): 5.19
Total charge: -2
Frontier orbital gap (spin up / spin down) (eV): 3.2479 / 3.2226

***

[2]
A cluster of 5 separate species, C5H12Cl6N2O4 in total, computed with wB97M-V/def2-TZVPD.

Atoms and positions in Å:
C 22.75797 8.19219 11.64140
N 22.19303 9.38382 10.91347
O 22.79523 10.44037 11.17046
O 21.17578 9.24435 10.22233
H 23.21946 7.50507 10.93219
H 21.91415 7.78876 12.20113
H 23.51031 8.56628 12.33577
C 21.35729 1.19720 8.19591
N 22.24292 2.30255 8.70999
O 23.45840 2.17452 8.76432
O 21.75506 3.40792 8.82541
H 21.81820 0.28303 8.57004
H 21.44261 1.23233 7.10982
H 20.32758 1.23193 8.55168
C 17.55885 5.82243 6.51704
Cl 17.05563 4.93145 7.92283
Cl 16.90554 7.46019 6.71148
H 18.64846 5.84423 6.49774
H 17.18616 5.29630 5.63818
C 27.69479 4.66043 10.94006
Cl 28.81577 3.45944 10.95311
Cl 28.36988 6.17943 11.34848
H 27.30908 4.75486 9.92497
H 26.94641 4.31956 11.65548
C 18.30102 1.29489 13.46282
Cl 19.97270 0.71633 13.10083
Cl 18.32037 2.94403 14.06721
H 17.78259 1.31579 12.50422
H 17.72295 0.59862 14.07039

Computed properties:
Calculated total energy (Eh): -3369.08955
ΔE to the lowest compared entry with this formula, charge and spin (kJ/mol): 67.5
Strongest force on any atom (eV/A): 4.26
Total charge: 0
SMILES string: C[N+](=O)[O-].C[N+](=O)[O-].ClCCl.ClCCl.ClCCl
Frontier orbital gap (eV): 10.6942

***

[3]
A structure of composition C20H19BCdF2IN3O3, computed with wB97M-V/def2-TZVPD.

Atoms and positions in Å:
Cd 1.21852 -0.52156 0.79287
O 4.92854 1.63181 0.69226
C 3.76234 1.28209 0.47744
O 3.32839 0.10577 0.32150
C 2.73429 2.41623 0.35900
C 3.06916 3.69128 0.89003
C 2.17052 4.70348 0.78924
C 0.93989 4.48166 0.12268
C -0.04463 5.48352 -0.03554
C -1.21446 5.20604 -0.68494
C -1.44592 3.91752 -1.21240
C -0.50663 2.93301 -1.08051
C 0.70314 3.18991 -0.39427
N 1.59892 2.16760 -0.23926
H 4.03547 3.80279 1.35902
H 2.37785 5.68416 1.20592
H 0.14350 6.46906 0.37738
H -1.97622 5.96944 -0.78698
H -2.38612 3.68914 -1.69583
H -0.70288 1.94061 -1.46475
I 1.48428 -2.93749 -0.49588
C -2.74548 -2.09112 -1.34353
C -3.01516 -1.68814 0.10719
C -4.51461 -1.51292 0.34280
C -2.48309 -2.77240 1.04063
O -2.23164 -0.53899 0.44993
H -3.24233 -3.04156 -1.56462
H -1.67212 -2.21625 -1.49294
H -3.10471 -1.32459 -2.02773
H -5.01084 -2.45827 0.10312
H -4.94495 -0.73317 -0.28252
H -4.71973 -1.26838 1.38559
H -2.98936 -3.72290 0.84848
H -2.64966 -2.48106 2.07959
H -1.41313 -2.91031 0.88525
F 0.13222 1.69422 2.75656
B 0.08260 0.37914 2.47861
F -0.68000 -0.29580 3.34968
N -7.47268 2.87052 -1.28806
C -6.45486 2.43490 -0.93577
C -5.22212 1.90621 -0.50902
C -4.85223 1.81864 0.87417
C -3.66088 1.30855 1.22808
C -2.67264 0.82675 0.20806
N -3.05829 1.03178 -1.17089
C -4.24038 1.49408 -1.43835
H -5.54796 2.17222 1.62911
H -3.35687 1.25212 2.26757
H -1.71475 1.33562 0.38178
H -4.48700 1.58549 -2.49954

Computed properties:
Calculated total energy (Eh): -1853.78853
ΔE to the lowest compared entry with this formula, charge and spin (kJ/mol): 122.7
Strongest force on any atom (eV/A): 0.25
Total charge: -2
Frontier orbital gap (eV): 6.0568